C47H50BrN6O7SScSe2Si as an isolated structure at a distorted geometry, computed with the ωB97M-V functional and the def2-TZVPD basis.

Structure (ORCA input):
```
! RIJCOSX wB97M-V def2-TZVPD def2/J DEFGRID3
* xyz -2 1
Sc 0.471 -0.072 -0.089
C -0.707 0.186 -5.987
Si -1.028 1.909 -5.346
C 0.411 3.026 -5.758
C -2.552 2.542 -6.254
C -1.383 2.068 -3.518
C -2.355 2.958 -3.076
C -2.618 3.131 -1.721
C -1.879 2.381 -0.829
N -0.929 1.541 -1.219
C -0.660 1.373 -2.524
S 0.657 0.291 -2.829
H -0.914 0.146 -7.062
H -1.342 -0.546 -5.482
H 0.326 -0.111 -5.806
H 0.592 3.087 -6.836
H 1.315 2.644 -5.276
H 0.230 4.034 -5.375
H -2.462 2.337 -7.324
H -2.694 3.619 -6.133
H -3.451 2.039 -5.889
H -2.931 3.528 -3.799
H -3.373 3.819 -1.367
H -2.037 2.453 0.241
C -7.628 -0.396 0.481
C -6.823 -1.041 1.618
C -7.036 -2.560 1.582
C -7.369 -0.512 2.944
C -5.337 -0.725 1.443
C -4.669 -1.111 0.285
C -3.326 -0.846 0.135
Br -2.518 -1.395 -1.489
C -2.530 -0.194 1.114
O -1.241 -0.042 0.965
C -3.233 0.278 2.251
C -4.588 -0.036 2.383
C -2.615 1.091 3.409
C -2.510 0.179 4.641
C -3.519 2.294 3.736
C -1.225 1.668 3.141
H -8.697 -0.598 0.603
H -7.318 -0.779 -0.493
H -7.477 0.686 0.475
H -8.098 -2.803 1.686
H -6.487 -3.041 2.395
H -6.679 -2.986 0.643
H -8.433 -0.753 3.023
H -7.263 0.572 3.016
H -6.857 -0.964 3.797
H -5.181 -1.632 -0.515
H -5.079 0.284 3.290
H -3.491 -0.192 4.953
H -2.066 0.728 5.478
H -1.869 -0.676 4.416
H -4.529 2.012 4.037
H -3.597 2.956 2.870
H -3.075 2.862 4.558
H -0.476 0.891 3.024
H -0.941 2.291 3.995
H -1.200 2.299 2.251
C 4.212 0.975 -1.352
C 5.299 0.979 -0.467
C 6.384 0.077 -0.607
C 7.463 0.120 0.252
C 7.504 1.051 1.291
C 6.434 1.930 1.465
C 5.352 1.900 0.610
H 4.175 0.268 -2.170
H 3.383 1.665 -1.267
H 6.346 -0.654 -1.407
H 8.280 -0.581 0.124
H 8.344 1.071 1.973
H 6.445 2.637 2.286
H 4.515 2.574 0.758
Se 1.371 4.882 -1.721
N 1.482 5.508 -0.025
C 1.586 4.428 0.747
C 1.786 4.442 2.136
C 1.927 3.216 2.788
C 1.800 2.030 2.095
N 1.558 1.931 0.763
C 1.535 3.118 0.069
N 1.477 3.147 -1.243
H 1.852 5.388 2.659
H 2.110 3.169 3.854
H 1.869 1.091 2.622
Se 0.966 -1.312 2.379
C 2.705 -1.567 3.103
C 3.879 -1.228 2.422
C 5.124 -1.432 3.005
C 5.232 -1.977 4.278
C 4.071 -2.314 4.967
C 2.827 -2.110 4.388
H 3.808 -0.805 1.427
H 6.016 -1.157 2.455
H 6.206 -2.132 4.729
H 4.136 -2.738 5.964
H 1.924 -2.372 4.927
O 2.463 -1.314 -0.558
C 1.637 -2.162 -0.926
O 0.394 -2.047 -0.715
C 2.054 -3.383 -1.693
C 3.135 -4.143 -1.282
C 3.446 -5.287 -1.995
C 2.739 -5.689 -3.106
C 1.688 -4.886 -3.500
C 1.317 -3.748 -2.814
N 0.924 -5.287 -4.708
O 0.075 -4.525 -5.111
O 1.201 -6.358 -5.215
N 4.591 -6.123 -1.554
O 4.792 -7.162 -2.156
O 5.254 -5.718 -0.626
H 3.725 -3.847 -0.425
H 2.996 -6.588 -3.643
H 0.478 -3.141 -3.133
*
```

## Properties
**LUMO level (alpha / beta)**: 0.1014 / 0.1014 Ha
**Relative energy (zero: lowest compared OMol25 entry of this formula, charge and spin)**: 0.0 kcal/mol